Record 1
Computed, not measured: C49H61IN7SbSeV as an isolated structure, with ωB97M-V with the def2-TZVPD basis set.

```
! wB97M-V def2-TZVPD RIJCOSX def2/J DEFGRID3
* xyz 0 4
V -1.044 1.234 -0.509
C 3.661 -1.877 -4.071
C 2.301 -1.480 -3.572
C 1.445 -2.398 -2.972
C 0.214 -2.015 -2.471
C -0.245 -0.698 -2.571
N -1.441 -0.234 -2.019
C -2.610 -0.825 -2.376
C -2.728 -1.982 -3.187
C -3.926 -2.636 -3.389
C -5.109 -2.200 -2.801
C -6.399 -2.967 -2.919
C -5.044 -1.000 -2.111
C -3.860 -0.287 -1.967
N -3.996 1.070 -1.532
C -5.083 1.845 -1.753
C -4.829 3.094 -1.238
C -3.534 3.002 -0.727
N -3.039 1.783 -0.915
C 0.633 0.215 -3.168
C 1.878 -0.161 -3.646
N 0.245 1.583 -3.291
C 0.431 2.385 -4.358
C -0.068 3.626 -4.039
C -0.550 3.487 -2.732
N -0.356 2.255 -2.285
H 3.784 -2.960 -4.048
H 3.821 -1.539 -5.097
H 4.439 -1.440 -3.446
H 1.763 -3.430 -2.871
H -0.414 -2.741 -1.969
H -1.840 -2.375 -3.657
H -3.934 -3.531 -4.003
H -6.261 -3.860 -3.528
H -6.764 -3.288 -1.941
H -7.186 -2.368 -3.381
H -5.951 -0.594 -1.676
H -5.933 1.465 -2.289
H -5.482 3.948 -1.247
H -2.930 3.743 -0.227
H 2.536 0.595 -4.060
H 0.881 2.003 -5.259
H -0.092 4.501 -4.664
H -1.013 4.216 -2.089
I -2.975 1.631 2.542
C -2.145 3.555 2.572
C -2.723 4.422 3.456
C -2.166 5.700 3.658
C -1.023 6.034 3.000
C -0.409 5.140 2.087
C 0.802 5.518 1.466
C 1.398 4.665 0.586
C 0.778 3.440 0.267
C -0.417 2.979 0.799
C -0.988 3.862 1.788
H -3.596 4.121 4.019
H -2.634 6.387 4.351
H -0.553 6.997 3.166
H 1.233 6.484 1.704
H 2.335 4.934 0.109
H 1.286 2.829 -0.463
N 2.800 0.013 3.178
C 3.041 1.474 3.327
C 1.681 2.183 3.500
N 0.643 1.182 3.431
C 0.735 0.232 4.506
C 2.028 -0.586 4.294
H 3.682 -0.478 3.052
H 2.274 -0.101 2.215
H 3.542 1.793 2.414
H 3.702 1.630 4.179
H 1.531 2.900 2.696
H 1.677 2.726 4.458
H -0.278 1.563 3.274
H -0.129 -0.429 4.478
H 0.762 0.704 5.501
H 1.815 -1.618 4.013
H 2.656 -0.589 5.184
C 7.451 -1.174 -1.903
C 6.061 -0.892 -1.400
C 5.287 -1.880 -0.813
C 3.994 -1.635 -0.352
C 3.219 -2.769 0.256
C 3.445 -0.348 -0.468
Se 1.712 0.045 0.272
C 4.214 0.660 -1.077
C 3.676 2.050 -1.250
C 5.497 0.372 -1.529
H 7.725 -2.215 -1.737
H 8.189 -0.547 -1.400
H 7.531 -0.973 -2.974
H 5.694 -2.883 -0.717
H 3.762 -3.709 0.148
H 2.239 -2.860 -0.214
H 3.027 -2.606 1.322
H 2.781 2.042 -1.878
H 4.421 2.701 -1.708
H 3.369 2.472 -0.291
H 6.076 1.165 -1.993
C -3.450 -3.271 3.545
C -2.780 -1.959 3.154
Sb -1.872 -1.808 1.181
C -0.152 -3.081 1.503
C -0.096 -3.944 2.757
C -3.187 -3.221 0.206
C -2.856 -4.701 0.359
H -3.924 -3.190 4.527
H -2.740 -4.095 3.593
H -4.228 -3.549 2.833
H -2.008 -1.687 3.877
H -3.515 -1.152 3.195
H 0.684 -2.382 1.467
H -0.060 -3.699 0.607
H -0.320 -3.371 3.661
H 0.900 -4.380 2.884
H -0.805 -4.771 2.718
H -3.196 -2.944 -0.848
H -4.188 -2.999 0.585
H -1.873 -4.934 -0.055
H -3.583 -5.318 -0.175
H -2.856 -5.020 1.402
*
```

Computed properties:
ΔE to the lowest compared entry with this formula, charge and spin: 0.0 kcal/mol
⟨S²⟩: 3.76
orbital gap (alpha / beta): 6.21 / 6.59 eV
E_LUMO (alpha / beta): 0.17 / 0.17 eV

Record 2
Computed, not measured: C49H61IrN4P2SeSi as an isolated structure, with ωB97M-V with the def2-TZVPD basis set.

```
! wB97M-V def2-TZVPD RIJCOSX def2/J DEFGRID3
* xyz 3 2
Ir -0.023 0.301 -0.163
C -1.991 -2.207 1.736
Si -0.219 -1.569 1.375
C 0.647 -3.023 0.466
C 0.887 -4.176 1.201
C 1.259 -5.352 0.572
C 1.341 -5.397 -0.810
C 1.128 -4.250 -1.556
C 0.827 -3.044 -0.920
P 0.681 -1.468 -1.826
C -0.188 -1.940 -3.410
C -1.483 -2.717 -3.188
C -2.653 -1.801 -2.870
C -2.855 -0.726 -3.949
C -1.752 -0.760 -5.000
C -0.377 -0.732 -4.340
C 2.354 -0.895 -2.451
C 3.247 -0.562 -1.254
C 3.996 -1.764 -0.688
C 4.831 -2.418 -1.782
C 3.929 -2.868 -2.920
C 3.142 -1.697 -3.496
C 0.609 -0.974 2.996
C 0.697 -1.891 4.038
C 1.334 -1.564 5.223
C 1.891 -0.307 5.375
C 1.786 0.628 4.359
C 1.127 0.313 3.172
P 0.847 1.558 1.871
C 2.452 2.517 1.687
C 3.653 1.568 1.750
C 4.897 2.271 1.199
C 4.990 3.716 1.694
C 4.153 3.921 2.945
C 2.659 3.707 2.650
C -0.392 2.836 2.541
C -0.529 2.934 4.065
C -1.366 1.850 4.738
C -2.561 1.429 3.880
C -2.910 2.536 2.896
C -1.778 2.679 1.881
H -1.915 -3.055 2.413
H -2.485 -2.570 0.839
H -2.629 -1.473 2.221
H 0.777 -4.160 2.272
H 1.450 -6.236 1.160
H 1.582 -6.323 -1.310
H 1.189 -4.305 -2.632
H 0.539 -2.637 -3.852
H -1.360 -3.458 -2.393
H -1.706 -3.270 -4.103
H -2.455 -1.336 -1.897
H -3.557 -2.404 -2.756
H -2.860 0.268 -3.488
H -3.824 -0.850 -4.435
H -1.856 0.092 -5.668
H -1.848 -1.658 -5.615
H -0.285 0.206 -3.777
H 0.401 -0.729 -5.104
H 2.062 0.048 -2.939
H 2.607 -0.116 -0.467
H 3.988 0.179 -1.563
H 3.296 -2.491 -0.272
H 4.649 -1.435 0.121
H 5.373 -3.271 -1.377
H 5.571 -1.706 -2.154
H 3.253 -3.638 -2.552
H 4.533 -3.308 -3.714
H 2.506 -2.028 -4.320
H 3.861 -0.993 -3.929
H 0.252 -2.867 3.935
H 1.397 -2.293 6.018
H 2.384 -0.043 6.299
H 2.212 1.606 4.507
H 2.401 2.921 0.666
H 3.460 0.657 1.183
H 3.828 1.268 2.782
H 4.893 2.257 0.108
H 5.777 1.708 1.514
H 4.656 4.413 0.921
H 6.029 3.976 1.900
H 4.293 4.933 3.326
H 4.489 3.233 3.723
H 2.263 4.617 2.196
H 2.143 3.567 3.597
H 0.050 3.779 2.196
H -1.019 3.896 4.239
H 0.440 2.998 4.554
H -1.716 2.257 5.690
H -0.762 0.977 4.987
H -3.418 1.199 4.512
H -2.315 0.522 3.317
H -3.074 3.471 3.431
H -3.833 2.304 2.365
H -1.972 3.531 1.229
H -1.785 1.778 1.259
Se -3.953 5.677 -4.186
N -4.442 4.282 -3.213
C -3.379 3.642 -2.779
C -3.414 2.479 -1.956
C -4.602 1.905 -1.528
C -4.559 0.787 -0.698
C -3.322 0.295 -0.319
N -2.163 0.811 -0.720
C -2.157 1.909 -1.542
C -0.930 2.486 -1.917
N 0.243 1.929 -1.463
C 1.408 2.462 -1.823
C 1.523 3.579 -2.625
C 0.354 4.191 -3.089
C -0.873 3.652 -2.754
C -2.113 4.227 -3.187
N -2.218 5.297 -3.929
H -5.538 2.346 -1.831
H -5.460 0.318 -0.339
H -3.269 -0.550 0.351
H 2.296 1.962 -1.463
H 2.492 3.959 -2.897
H 0.392 5.068 -3.717
*
```

Computed properties:
ΔE to the lowest compared entry with this formula, charge and spin: 21.9 kcal/mol
⟨S²⟩: 0.77
orbital gap (alpha / beta): 5.16 / 4.67 eV
E_LUMO (alpha / beta): -11.16 / -11.67 eV

Record 3
Computed, not measured: C49H62Cl2OP2Si3SnTe as an isolated structure, with ωB97M-V with the def2-TZVPD basis set.

```
! wB97M-V def2-TZVPD RIJCOSX def2/J DEFGRID3
* xyz 0 1
Sn -0.753 -0.582 0.347
C 0.999 -3.429 2.464
Si 0.262 -2.986 0.739
C 1.785 -3.424 -0.361
C 2.145 -4.743 -0.608
C 3.370 -5.075 -1.156
C 4.278 -4.078 -1.476
C 3.920 -2.756 -1.298
C 2.680 -2.430 -0.755
P 2.223 -0.659 -0.591
C 2.329 -0.202 -2.357
C 3.505 0.087 -3.041
C 3.461 0.409 -4.386
C 2.254 0.437 -5.065
C 1.080 0.137 -4.395
C 1.122 -0.176 -3.049
C 3.741 0.006 0.148
C 4.297 -0.701 1.211
C 5.365 -0.179 1.914
C 5.897 1.049 1.554
C 5.338 1.765 0.508
C 4.248 1.260 -0.177
C -1.055 -4.384 0.540
C -0.852 -5.695 0.954
C -1.857 -6.644 0.882
C -3.111 -6.295 0.405
C -3.346 -4.995 -0.001
C -2.326 -4.052 0.074
P -2.622 -2.354 -0.515
C -2.735 -2.674 -2.304
C -3.917 -2.818 -3.021
C -3.870 -3.018 -4.390
C -2.653 -3.070 -5.050
C -1.471 -2.953 -4.334
C -1.515 -2.767 -2.967
C -4.280 -1.905 0.033
C -4.952 -0.889 -0.644
C -6.131 -0.379 -0.137
C -6.635 -0.859 1.062
C -5.951 -1.847 1.755
C -4.771 -2.362 1.249
H 1.410 -4.433 2.479
H 0.227 -3.360 3.220
H 1.790 -2.740 2.735
H 1.446 -5.522 -0.354
H 3.627 -6.112 -1.316
H 5.255 -4.331 -1.864
H 4.617 -1.973 -1.565
H 4.458 0.063 -2.529
H 4.378 0.642 -4.909
H 2.231 0.687 -6.117
H 0.133 0.146 -4.913
H 0.205 -0.406 -2.526
H 3.876 -1.665 1.471
H 5.776 -0.729 2.748
H 6.738 1.459 2.097
H 5.759 2.719 0.218
H 3.799 1.835 -0.974
H 0.109 -5.983 1.351
H -1.665 -7.659 1.201
H -3.898 -7.034 0.352
H -4.323 -4.707 -0.367
H -4.870 -2.769 -2.511
H -4.790 -3.136 -4.945
H -2.626 -3.206 -6.122
H -0.518 -3.003 -4.841
H -0.600 -2.694 -2.391
H -4.536 -0.502 -1.565
H -6.651 0.408 -0.664
H -7.546 -0.447 1.471
H -6.326 -2.201 2.704
H -4.213 -3.100 1.806
C -3.126 -0.325 3.935
C -1.948 0.239 3.144
C -0.833 0.707 4.078
O -1.474 -0.745 2.288
H -3.485 0.404 4.658
H -2.807 -1.222 4.456
H -3.929 -0.587 3.252
H -2.296 1.120 2.584
H -0.409 -0.149 4.596
H -1.205 1.424 4.808
H -0.049 1.177 3.487
Cl -5.079 2.368 1.964
C -4.167 2.957 0.555
Cl -3.033 1.732 -0.014
H -3.600 3.835 0.854
H -4.875 3.178 -0.240
C -0.879 2.990 -2.896
Si 0.108 4.379 -2.039
C -1.041 5.459 -0.961
C 0.934 5.467 -3.372
C 1.454 3.525 -1.010
Te 0.710 2.394 0.694
C 0.687 4.051 2.115
Si 2.251 4.083 3.199
C 3.708 4.731 2.151
C 1.968 5.280 4.661
C 2.698 2.332 3.809
H -1.783 3.361 -3.371
H -1.164 2.210 -2.193
H -0.269 2.526 -3.667
H -1.903 5.805 -1.523
H -0.519 6.339 -0.596
H -1.403 4.908 -0.098
H 0.194 5.921 -4.022
H 1.601 4.876 -3.993
H 1.520 6.266 -2.929
H 2.205 4.212 -0.635
H 1.956 2.787 -1.633
H -0.208 3.922 2.718
H 0.570 4.967 1.545
H 3.509 5.719 1.751
H 3.916 4.066 1.321
H 4.609 4.792 2.754
H 1.788 6.289 4.301
H 2.839 5.315 5.310
H 1.117 4.991 5.270
H 2.708 1.630 2.977
H 1.992 1.962 4.546
H 3.685 2.314 4.264
*
```

Computed properties:
ΔE to the lowest compared entry with this formula, charge and spin: 15.2 kcal/mol
orbital gap: 7.04 eV
E_LUMO: 0.40 eV

Number 1: total energy -6170.41164 hartree. Number 2: total energy -5599.91481 hartree. Number 3: total energy -4933.57117 hartree.